[1]
35
Properties=species:S:1:pos:R:3 method="wB97M-V/def2-TZVPD" de_lowest_kcal_mol=0.0 total_charge=+2 e_homo_ha="-0.550 / -0.551" total_energy_ev=-54537.7116 multiplicity=5 gap_ev="6.6 / 7.3" lumo_ev="-8.323 / -7.704"
Mn -0.35238 0.39020 -0.20635
N -2.29969 0.36955 3.61522
C -1.75393 0.75601 2.48908
N -1.18571 -0.06054 1.61558
C -1.16215 -1.44921 1.89242
N -0.62045 -2.30956 1.08783
N -0.07682 -1.65342 0.00961
C 0.43448 -2.24632 -0.99332
C 0.94857 -1.34607 -2.05918
C 1.65194 -1.83849 -3.13340
C 2.13639 -0.94486 -4.08960
C 1.89041 0.40465 -3.93428
C 1.16407 0.83259 -2.83241
N 0.69937 -0.01195 -1.90760
C -1.77684 -1.91124 3.12979
C -1.80780 -3.26539 3.48070
C -2.39106 -3.65009 4.66841
C -2.94984 -2.69795 5.52520
C -2.93065 -1.35592 5.19892
C -2.34289 -0.98365 3.99925
H -2.70316 1.07013 4.22405
H -1.78128 1.81790 2.27706
H 0.50144 -3.32684 -1.08483
H 1.83049 -2.90121 -3.22294
H 2.69731 -1.31090 -4.93904
H 2.24397 1.12970 -4.65309
H 0.94068 1.88287 -2.69408
H -1.37142 -3.99539 2.81459
H -2.41576 -4.69556 4.94146
H -3.40299 -3.01212 6.45544
H -3.36205 -0.61738 5.86230
C -2.04905 1.02213 -1.11508
H -2.25114 2.02635 -0.74244
H -2.78210 0.28820 -0.78597
H -1.87088 0.99968 -2.18575

***

[2]
20
Properties=species:S:1:pos:R:3 method="wB97M-V/def2-TZVPD" total_charge=-1 e_homo_ha=-0.125 total_energy_ev=-34047.5255 gap_ev=6.5 lumo_ev=3.125
C -1.17973 -1.00820 -2.11516
C 0.27226 -0.37448 -1.83111
P 0.17175 0.50119 -0.16672
Si 0.73150 2.62871 -0.28727
C 1.08487 -0.42138 1.19605
C -0.03658 -1.02503 2.19084
H -1.88679 -0.52804 -1.39492
H -1.55618 -0.76901 -3.14240
H -1.18481 -2.10869 -1.90152
H 0.98334 -1.24691 -1.83215
H 0.55597 0.28710 -2.68814
H -0.52538 3.41554 -0.22416
H 1.50042 3.01137 0.90346
H 1.37879 3.03050 -1.55371
H 1.85356 0.18532 1.73648
H 1.63032 -1.30254 0.75356
H -0.24119 -2.10579 1.98307
H 0.18322 -0.80615 3.26011
H -1.03061 -0.49073 1.96233
Cl -2.70472 -0.87279 3.15135

***

[3]
82
Properties=species:S:1:pos:R:3 method="wB97M-V/def2-TZVPD" de_lowest_kcal_mol=42.9 total_charge=+1 e_homo_ha="-0.378 / -0.372" total_energy_ev=-77131.8386 multiplicity=2 gap_ev="6.6 / 5.8" lumo_ev="-3.657 / -4.362"
Ir -0.03551 0.74546 -0.08080
C -2.21061 0.37855 -0.07206
C -1.56979 -0.76250 0.46364
C -0.88430 -0.30473 1.68033
C -1.20380 1.05679 1.80915
C -2.03649 1.49315 0.76259
C -2.68940 2.85359 0.62066
C -4.20426 2.63114 0.75899
C -2.20880 3.80832 1.71377
C -2.38844 3.46363 -0.75204
C -0.01352 -1.01694 2.73495
C 1.27906 -1.59350 2.13735
C 0.42708 -0.00232 3.79954
C -0.81105 -2.10862 3.46470
C -1.94628 -2.16119 -0.02144
C -2.34300 -2.10671 -1.50632
C -3.19070 -2.55305 0.79803
C -0.89202 -3.24929 0.12527
H -2.84734 0.36779 -0.94245
H -0.90004 1.67197 2.63804
H -4.45215 2.16833 1.71723
H -4.59156 1.99261 -0.03912
H -4.71902 3.59125 0.70274
H -2.48405 3.44935 2.70925
H -2.67703 4.78347 1.57342
H -1.12875 3.93659 1.66967
H -2.74501 2.82623 -1.56479
H -1.31664 3.61611 -0.87531
H -2.89003 4.42917 -0.83677
H 1.86849 -0.80008 1.67334
H 1.10245 -2.35896 1.38603
H 1.87494 -2.03498 2.93951
H 1.01979 0.80738 3.36527
H 1.05369 -0.51498 4.52896
H -0.42081 0.42595 4.33967
H -1.04922 -2.96097 2.83515
H -1.74604 -1.70831 3.86615
H -0.22145 -2.47917 4.30487
H -3.27009 -1.55543 -1.67753
H -2.50696 -3.12192 -1.86799
H -1.54480 -1.65894 -2.10685
H -3.99682 -1.82661 0.66168
H -2.97321 -2.61828 1.86325
H -3.54954 -3.52701 0.46106
H 0.00185 -3.00816 -0.42553
H -1.29495 -4.17923 -0.27993
H -0.61775 -3.44145 1.15729
Cl 6.83290 4.33805 1.03811
C 5.43227 3.38455 0.67019
C 5.59559 2.09155 0.16414
C 4.50513 1.32034 -0.14694
Cl 4.77277 -0.29117 -0.73548
C 3.17492 1.79566 -0.01166
O 2.17765 1.06068 -0.41811
C 3.04972 3.09023 0.54799
C 1.75895 3.65849 0.83870
O 0.67805 3.12933 0.60437
C 4.17490 3.87009 0.87828
H 6.59206 1.69481 0.01948
H 1.77273 4.64022 1.34538
H 4.03366 4.86033 1.29596
Te 1.51514 -1.14490 -1.93064
C 1.58249 -3.23910 -2.15611
C 0.62264 -3.87726 -2.93764
C 0.72493 -5.24065 -3.17738
C 1.77637 -5.96741 -2.63407
C 2.73023 -5.32841 -1.85443
C 2.63620 -3.96295 -1.61142
H -0.19974 -3.31773 -3.36981
H -0.01311 -5.73316 -3.79848
H 1.85186 -7.03075 -2.81862
H 3.55687 -5.89049 -1.43841
H 3.38364 -3.47263 -0.99805
N 0.73081 2.38341 -2.45477
C 0.50906 2.74460 -3.72524
C -0.59793 2.04642 -4.15691
C -0.98521 1.27101 -3.06080
N -0.17751 1.49171 -2.02851
H 1.46284 2.66778 -1.82092
H 1.14551 3.45420 -4.22778
H -1.05877 2.08479 -5.12842
H -1.80375 0.57485 -2.97463